The following is a DFT calculation (ωB97M-V with the def2-TZVPD basis set) of a gas-phase ion, C3H5N2 (charge +1) at a distorted geometry.

The geometry in ORCA input format:
```
! RIJCOSX wB97M-V def2-TZVPD def2/J DEFGRID3
* xyz 1 1
C 1.290 -0.275 -0.519
C 0.533 0.140 0.558
C -2.028 0.080 0.305
N -1.097 0.666 0.889
N 1.966 -0.400 -1.442
H 0.475 -0.632 1.375
H 1.168 0.980 0.840
H -1.976 -0.659 -0.431
H -3.103 0.464 0.411
H 2.772 -0.363 -1.985
*
```

## Properties
gap between HOMO and LUMO	9.60	eV
calculated total energy	-226.42157	hartree
SMILES	C=NCC#[NH+]
highest occupied orbital energy	-0.556	hartree
energy above the lowest of the compared OMol25 structures with the same formula, charge and spin	107.18	kcal per mole